Entry from the OMol25 dataset: a structure of composition C50H74CoN4O3P2S (wB97M-V/def2-TZVPD).

The geometry in XYZ format:
```
135
Properties=species:S:1:pos:R:3:forces:R:3:lowdin_spin:R:1
Co 0.029540 -0.059480 0.813409 0.151 0.085 -0.050 0.975
O 0.506536 0.215986 2.630485 0.021 -0.285 0.208 -0.009
C 1.618331 -0.166001 3.190224 0.009 0.195 -0.031 0.000
C 1.707063 -0.183449 4.602966 0.012 0.051 -0.022 -0.001
C 2.854602 -0.567825 5.258994 -0.014 0.011 0.022 -0.001
C 3.990852 -0.964510 4.548883 -0.015 0.004 -0.042 0.000
C 3.932407 -0.957470 3.172942 0.037 -0.032 0.065 0.000
C 2.780785 -0.567430 2.477417 -0.024 -0.136 -0.170 0.000
C 2.815729 -0.651957 1.032781 0.125 0.183 0.218 0.000
N 1.822827 -0.367508 0.281397 -0.086 -0.270 -0.311 -0.001
N 1.999714 -0.541991 -1.094662 -0.138 -0.064 0.263 0.000
C 0.823030 -0.529912 -1.661366 0.023 -0.039 -0.286 0.000
O -0.296218 -0.353840 -1.052732 -0.055 0.049 0.072 -0.007
C 0.772021 -0.701144 -3.144727 -0.006 0.007 0.112 0.000
C 1.915457 -1.007002 -3.879233 0.047 0.048 0.011 0.000
C 1.842899 -1.145819 -5.255891 -0.012 0.002 0.014 0.000
C 0.628587 -0.979823 -5.911993 0.016 -0.007 -0.004 0.000
C -0.514032 -0.681682 -5.183957 0.011 0.003 0.036 0.000
C -0.442609 -0.547013 -3.803837 -0.040 -0.029 -0.053 0.000
H 0.829229 0.121375 5.159136 -0.038 0.016 0.020 0.000
H 2.874001 -0.563087 6.342918 -0.010 -0.002 -0.003 0.000
H 4.889932 -1.271525 5.064712 -0.002 0.003 0.001 0.000
H 4.797207 -1.267075 2.595380 -0.008 0.002 -0.005 0.000
H 3.731811 -0.994713 0.555096 0.020 0.066 -0.015 0.000
H 2.852382 -1.134971 -3.353009 -0.002 -0.005 -0.012 0.000
H 2.734668 -1.387993 -5.820043 -0.001 0.005 -0.001 0.000
H 0.574006 -1.089171 -6.987761 0.001 0.002 0.001 0.000
H -1.463526 -0.558877 -5.689774 -0.001 -0.006 0.003 0.000
H -1.329016 -0.336847 -3.219826 -0.007 -0.002 -0.009 0.000
C -2.459785 -2.501985 4.131893 -0.031 0.018 0.007 0.000
N -2.295886 -1.066215 4.101233 -0.062 -0.015 -0.011 -0.001
C -2.358812 -0.261411 5.315020 0.057 0.009 -0.007 0.000
C -2.093839 1.163636 4.795894 0.050 -0.008 0.037 0.000
N -2.191514 0.990964 3.352307 -0.068 0.118 -0.004 0.000
C -2.196512 -0.309419 3.012748 0.062 -0.040 -0.041 -0.001
S -2.120625 -0.866869 1.411971 0.045 0.112 -0.104 0.005
H -1.794734 -2.925792 4.884702 -0.025 0.008 -0.016 0.000
H -2.191233 -2.908545 3.159504 0.005 0.005 0.004 0.000
H -3.493022 -2.769232 4.367741 -0.004 0.004 0.008 0.000
H -1.599051 -0.597961 6.022337 -0.022 -0.005 0.024 0.000
H -3.338044 -0.360383 5.789970 -0.023 0.013 -0.027 0.000
H -1.104300 1.523122 5.079969 0.060 -0.037 -0.041 0.000
H -2.836777 1.875709 5.151570 0.000 -0.005 0.022 0.000
H -1.721301 1.622014 2.719920 0.028 -0.014 -0.034 0.000
O 0.084259 2.129194 0.451320 -0.334 0.102 0.295 0.024
P -0.251561 3.035774 -0.702778 0.093 -0.185 -0.072 0.005
C -1.752244 2.504711 -1.573431 -0.062 0.013 -0.017 0.000
C -2.932411 2.226497 -0.629439 0.047 -0.036 -0.060 0.000
C -4.129698 1.774913 -1.459235 0.000 0.046 0.001 0.000
C -4.619616 2.905885 -2.389575 0.011 0.000 0.029 0.000
C -3.560268 3.997091 -2.573835 -0.006 -0.027 -0.036 0.000
C -2.171120 3.396728 -2.773613 -0.011 -0.041 0.038 0.000
C -0.480715 4.761501 -0.143110 0.073 0.011 0.074 0.003
C -1.441734 4.786528 1.074964 0.060 0.043 -0.022 0.000
C -1.115314 5.911627 2.064893 -0.026 0.002 -0.030 0.000
C -0.646586 7.148407 1.312327 0.021 -0.023 0.025 0.000
C 0.717562 6.869929 0.675312 -0.001 -0.019 -0.026 0.000
C 0.868595 5.409574 0.205618 -0.064 0.039 -0.025 0.000
C 1.087989 2.942577 -1.937350 0.045 0.048 -0.044 0.000
C 2.459406 2.761254 -1.261915 -0.014 -0.053 -0.008 0.000
C 3.513753 2.334069 -2.291261 -0.010 0.006 -0.038 0.000
C 3.305078 3.002141 -3.662358 0.037 0.025 0.041 0.000
C 2.551508 4.318194 -3.505273 -0.003 -0.021 -0.021 0.000
C 1.122651 4.046985 -3.024948 0.042 -0.067 -0.002 0.000
H -1.429607 1.522474 -1.936255 -0.032 0.026 -0.033 0.000
H -3.208128 3.114065 -0.057519 0.013 -0.004 0.029 0.000
H -2.647430 1.453518 0.080524 -0.006 -0.021 0.046 0.000
H -4.937166 1.445294 -0.803648 0.002 -0.018 -0.006 0.000
H -3.830972 0.899189 -2.043178 0.003 0.007 -0.007 0.000
H -5.530379 3.355441 -1.987953 -0.005 -0.001 -0.011 0.000
H -4.883060 2.495977 -3.367680 -0.010 -0.005 0.005 0.000
H -3.547522 4.660287 -1.703172 0.002 -0.005 0.003 0.000
H -3.817879 4.622487 -3.431115 0.005 0.024 0.015 0.000
H -1.453393 4.197856 -2.948991 -0.005 0.020 -0.017 0.000
H -2.177066 2.792765 -3.685831 0.033 0.001 0.003 0.000
H -0.925902 5.312468 -0.979185 -0.024 0.019 0.021 0.000
H -1.396829 3.824013 1.588413 -0.034 -0.012 0.002 0.000
H -2.464191 4.923224 0.718963 -0.008 -0.025 -0.014 0.000
H -0.332535 5.591551 2.759349 0.007 0.004 -0.010 0.000
H -2.000850 6.128650 2.665262 0.013 -0.015 0.025 0.000
H -0.580950 8.014645 1.972549 -0.019 0.008 -0.010 0.000
H -1.384459 7.394649 0.541691 -0.001 0.009 0.004 0.000
H 1.502046 7.080393 1.405892 0.017 0.020 -0.023 0.000
H 0.883964 7.549366 -0.163598 -0.014 0.001 -0.004 0.000
H 1.354456 4.804570 0.975002 -0.015 0.009 0.022 0.000
H 1.522262 5.392254 -0.665756 0.050 -0.053 0.044 0.000
H 0.862887 1.984394 -2.423578 0.039 0.042 -0.044 0.000
H 2.379692 2.005746 -0.481874 0.005 0.039 0.007 0.000
H 2.766587 3.686735 -0.773323 -0.011 0.037 -0.010 0.000
H 3.487213 1.248027 -2.394552 -0.013 -0.010 0.005 0.000
H 4.502551 2.590675 -1.903326 0.005 -0.005 0.011 0.000
H 2.730642 2.341539 -4.320572 -0.016 0.006 0.007 0.000
H 4.267343 3.167774 -4.150004 -0.011 -0.024 -0.029 0.000
H 2.515851 4.867697 -4.448198 0.009 0.011 0.006 0.000
H 3.081046 4.955829 -2.789770 -0.008 0.004 -0.003 0.000
H 0.531822 3.715569 -3.881443 -0.036 0.023 0.009 0.000
H 0.669157 4.977547 -2.674148 0.005 0.010 0.008 0.000
C 2.823989 -3.996013 -0.259713 -0.017 0.023 0.020 0.000
C 1.607874 -4.745507 -0.829509 0.073 0.066 0.048 0.001
C 1.778252 -6.231309 -0.513946 0.030 -0.005 -0.043 0.000
C 1.597565 -4.519891 -2.349356 0.018 -0.025 -0.013 0.000
P 0.135178 -3.847060 -0.068109 -0.171 -0.074 -0.049 0.004
C 0.197184 -4.441303 1.671184 -0.002 -0.011 0.038 0.000
C 0.595426 -3.477102 2.596048 0.049 0.041 0.050 0.001
C 0.742085 -3.774932 3.945585 0.034 -0.050 -0.030 0.000
C 0.460919 -5.055262 4.396838 -0.009 0.002 -0.024 0.000
C 0.041096 -6.027804 3.494467 0.010 0.011 0.022 0.000
C -0.080937 -5.725602 2.146600 -0.037 -0.003 -0.034 0.000
C -1.468235 -4.553287 -0.793914 0.043 0.014 -0.030 0.001
C -2.586448 -4.406750 0.244010 -0.002 0.075 -0.015 0.000
C -1.799368 -3.615716 -1.968192 0.030 -0.048 -0.058 0.000
C -1.474231 -5.995589 -1.299524 -0.027 -0.019 0.020 0.000
H 3.740932 -4.487047 -0.601352 -0.005 0.015 -0.010 0.000
H 2.829163 -4.001016 0.833743 0.005 -0.005 -0.007 0.000
H 2.835089 -2.960252 -0.604328 -0.011 -0.001 -0.003 0.000
H 2.657114 -6.605817 -1.049909 0.005 -0.006 0.017 0.000
H 0.925627 -6.831897 -0.825359 0.013 -0.001 0.012 0.000
H 1.949335 -6.396643 0.550525 -0.008 0.015 -0.006 0.000
H 2.622302 -4.569348 -2.730033 -0.006 -0.057 -0.002 0.000
H 1.202582 -3.538271 -2.618826 0.043 0.031 0.032 0.000
H 1.019087 -5.279132 -2.876626 -0.072 0.025 0.008 0.000
H 0.791660 -2.470500 2.247787 0.019 0.013 -0.014 0.002
H 1.075193 -3.002542 4.629209 0.012 -0.001 -0.005 0.000
H 0.568358 -5.301171 5.446294 0.004 -0.003 -0.001 0.000
H -0.178647 -7.029825 3.842361 -0.006 0.005 0.000 0.000
H -0.394878 -6.501922 1.460104 0.009 0.010 0.009 0.000
H -2.652794 -3.384454 0.617890 0.018 -0.026 0.024 0.000
H -2.454872 -5.076554 1.093662 0.022 -0.025 0.009 0.000
H -3.540909 -4.652145 -0.233382 0.007 0.010 0.005 0.000
H -1.833693 -2.573135 -1.645330 -0.016 0.000 0.034 0.000
H -2.772938 -3.887089 -2.390125 0.009 0.003 -0.002 0.000
H -1.057393 -3.686797 -2.766730 -0.023 -0.008 0.003 0.000
H -1.315334 -6.716810 -0.496505 0.013 0.004 -0.005 0.000
H -0.730609 -6.172770 -2.074060 0.011 0.009 -0.015 0.000
H -2.456217 -6.208832 -1.735465 0.005 -0.005 0.006 0.000
```
Positions in Å, forces in eV/Å.

Output
Spin multiplicity: 2
HOMO energy (spin up / spin down) (eV): -7.13 / -7.08
Calculated total energy (hartree): -4858.2170
⟨S²⟩: 0.76
Lowest unoccupied orbital energy (spin up / spin down) (eV): 0.56 / 0.56
Orbital gap (spin up / spin down) (eV): 7.7 / 7.6